No. 1
ORCA calculation (the ωB97M-V functional and the def2-TZVPD basis) on an isolated molecule of C6H13N3.

Positions of all 22 atoms, in Å:
H 0.2409 -1.8327 -2.1629
N -0.3013 -1.1992 -1.5760
C 0.4579 -0.3937 -0.8746
C 1.9429 -0.5991 -1.0876
C 2.9744 -0.0611 -0.4289
N -0.1173 0.5667 -0.0243
C 0.5642 1.7634 0.4458
N -1.3677 0.3021 0.6404
C -2.4753 0.0636 -0.2820
C -1.2222 -0.7648 1.6244
H 2.1865 -1.3248 -1.8601
H 2.8819 0.6434 0.3831
H 3.9881 -0.3481 -0.6967
H -0.1592 2.5402 0.7212
H 1.1541 1.5416 1.3409
H 1.2057 2.1918 -0.3299
H -2.4592 0.7669 -1.1219
H -3.4234 0.2252 0.2438
H -2.5083 -0.9584 -0.6737
H -0.4172 -0.5277 2.3298
H -1.0067 -1.7379 1.1712
H -2.1386 -0.8573 2.2179

Summary:
**Total energy**: -10900.602 eV
**Gap between HOMO and LUMO**: 0.34779 Ha
**SMILES**: [H]/N=C(\C=C)N(C)N(C)C
**Strongest force on any atom**: 1.9 eV Å⁻¹
**Energy relative to the best compared isomer or geometry (same formula, charge and spin)**: 2.8104 eV

natural (NBO) atomic charge list, values in e, 6 entries:
1. H 0.338
2. N -0.704
3. C 0.399
4. C -0.249
5. C -0.361
6. N -0.311


No. 2
ORCA calculation (the ωB97M-V functional and the def2-TZVPD basis) on an isolated molecule of C6H13N3.

Positions of all 22 atoms, in Å:
C -2.2583 1.2274 0.6683
C -1.1021 0.4622 0.1002
C -1.1324 -0.9122 -0.2994
N -1.0204 -1.3405 -1.6456
C 0.2213 0.8339 0.0104
N 0.7220 2.1261 -0.2157
C 1.0221 -0.3565 0.0954
C 1.1759 -1.1709 1.3526
N 2.0607 -0.5567 -0.8200
H -2.8302 0.5860 1.3497
H -1.9195 2.1052 1.2233
H -2.9623 1.5627 -0.1015
H -1.7378 -1.6216 0.2748
H -0.5945 -2.2593 -1.7288
H -0.4855 -0.6871 -2.2071
H 1.7154 2.2549 -0.1091
H 0.3282 2.6563 -0.9784
H 1.2294 -2.2431 1.1389
H 2.1088 -0.9018 1.8749
H 0.3469 -0.9914 2.0326
H 2.9416 -0.9174 -0.4791
H 2.1706 0.1439 -1.5366

Summary:
**Total energy**: -10900.851 eV
**Gap between HOMO and LUMO**: 0.26710 Ha
**SMILES**: CC(=C/N)/C(N)=C(\C)N
**Strongest force on any atom**: 0.5 eV Å⁻¹
**Energy relative to the best compared isomer or geometry (same formula, charge and spin)**: 2.5614 eV

natural (NBO) atomic charge list, values in e, 6 entries:
1. C -0.637
2. C -0.137
3. C 0.017
4. N -0.808
5. C 0.085
6. N -0.840


No. 3
ORCA calculation (the ωB97M-V functional and the def2-TZVPD basis) on an isolated molecule of C6H13N3O.

Positions of all 23 atoms, in Å:
C -2.3834 -0.1668 0.9993
C -1.5362 0.0831 0.0150
C -1.8847 1.0181 -1.1047
C -0.0965 -0.5889 -0.0855
C 0.1554 -1.6723 0.9608
N 0.0778 -1.1525 -1.3830
N 0.7863 0.5600 0.1507
C 2.2040 0.4402 -0.0051
N 2.8824 1.5974 0.2868
O 2.7747 -0.5313 -0.4600
H -3.3696 0.2723 1.0083
H -2.1668 -0.8327 1.8156
H -2.7553 1.6205 -0.8512
H -2.1286 0.4466 -2.0003
H -1.0510 1.6791 -1.3375
H 0.0247 -1.2808 1.9660
H 1.1819 -2.0177 0.8581
H -0.5195 -2.5063 0.7939
H 0.9723 -1.6255 -1.4493
H 0.0227 -0.4528 -2.1125
H 0.4616 1.2528 0.8063
H 2.4603 2.3174 0.8457
H 3.8875 1.5401 0.2828

Summary:
**Total energy**: -12951.224 eV
**Gap between HOMO and LUMO**: 0.36327 Ha
**SMILES**: C=C(C)[C@@](C)(N)NC(N)=O
**Strongest force on any atom**: 2.4 eV Å⁻¹
**Energy relative to the best compared isomer or geometry (same formula, charge and spin)**: 0.4922 eV

natural (NBO) atomic charge list, values in e, 6 entries:
1. C -0.410
2. C 0.039
3. C -0.665
4. C 0.249
5. C -0.631
6. N -0.840


No. 4
ORCA calculation (the ωB97M-V functional and the def2-TZVPD basis) on the ion C6H13N4 with charge +1.

Positions of all 23 atoms, in Å:
C 0.5107 -0.2785 -1.9616
C 0.3199 0.8712 -1.0097
C 1.6624 1.5533 -0.6964
C -0.3329 0.1103 0.2942
N 0.1889 -0.1743 1.5207
N 1.3397 0.3167 2.0328
C -0.6634 -1.0803 2.1192
C -1.6644 -1.3683 1.2588
N -1.5249 -0.5783 0.1618
N -2.3310 -0.5034 -0.9303
H 1.3683 -0.7903 -1.5915
H 0.8759 -0.0435 -3.0182
H -0.2817 -0.9847 -1.9289
H -0.4678 1.5471 -1.3305
H 2.4046 0.9527 -0.0469
H 1.4098 2.4787 -0.1659
H 2.3315 1.8635 -1.5576
H 1.6709 0.1488 3.0214
H 1.3870 1.2845 1.9464
H -0.4739 -1.5747 2.9501
H -2.6069 -1.8524 1.4155
H -3.2461 -0.8679 -0.6631
H -1.8769 -1.0302 -1.8202

Summary:
**Total energy**: -12383.765 eV
**Gap between HOMO and LUMO**: 0.39138 Ha
**Charge**: +1
**SMILES**: CC(C)c1n(N)cc[n+]1N
**Strongest force on any atom**: 4.4 eV Å⁻¹
**Energy relative to the best compared isomer or geometry (same formula, charge and spin)**: 3.1434 eV

natural (NBO) atomic charge list, values in e, 6 entries:
1. C -0.604
2. C -0.218
3. C -0.654
4. C 0.412
5. N -0.120
6. N -0.625


No. 5
ORCA calculation (the ωB97M-V functional and the def2-TZVPD basis) on the ion C6H13N4 with charge +1.

Positions of all 23 atoms, in Å:
C -1.7957 -1.0229 -0.0344
C -0.4285 -0.9078 0.1048
C -2.2532 0.3540 -0.1680
C 0.5034 -2.0243 0.3543
C 2.2757 0.8673 0.9878
C 1.4145 1.0087 -0.2010
N -0.0771 0.4016 0.0444
N -1.2100 1.1582 -0.1834
N -3.4912 0.7893 -0.5108
N 1.8701 0.2952 -1.2729
H 0.1548 -2.6393 1.2967
H 0.7149 -2.7898 -0.4867
H 1.5141 -1.7336 0.6042
H 2.5032 -0.1426 1.1471
H 3.1572 1.4576 0.6824
H 1.9072 1.3374 1.9648
H -2.3987 -1.8840 0.0585
H -1.2127 2.0283 0.1900
H -3.8446 1.7020 -0.6295
H -4.0834 0.0542 -0.2470
H 1.1775 2.0370 -0.3958
H 2.1727 -0.6787 -1.1457
H 1.4298 0.3324 -2.1595

Summary:
**Total energy**: -12382.046 eV
**<S²>**: 2.006
**Gap between HOMO and LUMO (alpha / beta)**: 0.22957 / 0.26130 Ha
**Charge**: +1
**Multiplicity**: 3
**Strongest force on any atom**: 4.6 eV Å⁻¹
**Energy relative to the best compared isomer or geometry (same formula, charge and spin)**: 1.3793 eV

natural (NBO) atomic charge list, values in e, 6 entries:
1. C -0.109
2. C -0.008
3. C 0.257
4. C -0.665
5. C -0.634
6. C 0.151


No. 6
ORCA calculation (the ωB97M-V functional and the def2-TZVPD basis) on the ion C6H13N4O2 with charge +1.

Positions of all 25 atoms, in Å:
C -0.5488 -3.0810 -0.8975
C -0.4924 -1.6800 -0.4145
N 0.1770 -0.7250 -0.9494
N 0.2181 0.3209 -0.0935
C 0.7472 1.7168 -0.6035
O 0.6929 2.7429 0.1914
N 1.1690 1.7906 -1.8624
N 1.4181 3.1369 -2.3294
C -0.5903 0.1079 1.1140
C 0.3481 0.2417 2.3371
O -1.6213 1.0777 1.1641
C -1.1490 -1.3677 0.9001
H 0.0233 -3.2395 -1.8981
H -1.5767 -3.5082 -0.9061
H -0.1246 -3.6137 0.0499
H 1.0218 3.4358 -0.3032
H 1.3480 0.9368 -2.2725
H 0.4998 3.4342 -2.7037
H 2.2529 3.2964 -2.7661
H 0.4932 1.2125 2.6768
H 1.2731 -0.1277 2.0749
H -0.0077 -0.4529 3.1128
H -1.4487 1.8698 1.7099
H -2.2620 -1.4412 0.8157
H -0.9418 -2.0760 1.6636

Summary:
**Total energy**: -16478.873 eV
**Gap between HOMO and LUMO (alpha / beta)**: 0.34054 / 0.34057 Ha
**Charge**: +1
**SMILES**: CC1=NN(/C(O)=[NH+]/N)[C@@](C)(O)C1
**Strongest force on any atom**: 6.3 eV Å⁻¹
**Energy relative to the best compared isomer or geometry (same formula, charge and spin)**: 3.9919 eV

natural (NBO) atomic charge list, values in e, 6 entries:
1. C -0.664
2. C 0.292
3. N -0.288
4. N -0.272
5. C 0.827
6. O -0.583


No. 7
ORCA calculation (the ωB97M-V functional and the def2-TZVPD basis) on a cluster of 2 separate species, C6H13N4O4 in total.

Positions of all 27 atoms, in Å:
C 2.6048 -0.0294 -0.1284
C 0.3971 -0.1836 -0.1775
C 0.8523 1.3664 -1.9511
C -1.3897 1.2990 -0.7062
C 0.8633 -1.7157 1.5726
C -1.3646 -1.7067 0.2525
N 3.1323 1.0653 0.3997
N 3.1549 -1.2139 -0.5456
N -0.0127 0.7345 -0.9160
N -0.0116 -1.1158 0.5851
O 2.2121 1.9454 0.7673
O 4.2697 1.3576 0.5926
O 2.4453 -2.2010 -0.6982
O 4.3845 -1.2487 -0.5331
H 1.9360 1.5163 -1.5646
H 0.9494 0.6120 -2.7612
H 0.3442 2.1840 -2.4674
H -1.2960 2.4274 -0.7836
H -2.0977 0.7817 -1.4157
H -1.8049 1.0080 0.2020
H 0.3139 -1.8400 2.5147
H 1.1173 -2.7488 1.1742
H 1.6647 -1.0668 1.7903
H -1.0023 -2.5645 -0.2537
H -1.8772 -2.0422 1.1646
H -1.9509 -0.9578 -0.3447
H 2.5677 2.8364 0.8917

Summary:
**Total energy**: -20565.614 eV
**Gap between HOMO and LUMO**: 0.33544 Ha
**Charge**: +1
**Strongest force on any atom**: 6.7 eV Å⁻¹
**Energy relative to the best compared isomer or geometry (same formula, charge and spin)**: 0.0000 eV

natural (NBO) atomic charge list, values in e, 6 entries:
1. C 0.092
2. C 0.743
3. C -0.415
4. C -0.418
5. C -0.406
6. C -0.404


No. 8
ORCA calculation (the ωB97M-V functional and the def2-TZVPD basis) on a cluster of 2 separate species, C6H13NO in total.

Positions of all 21 atoms, in Å:
C -2.0321 -1.3546 -1.4852
C -2.1094 -1.1860 0.0163
N -1.0405 -1.6718 0.7123
O -3.0819 -0.7010 0.5691
H -0.9957 -1.4198 -1.8242
H -2.4978 -0.4831 -1.9507
H -2.5709 -2.2470 -1.7947
H -0.1131 -1.6777 0.3058
H -1.1074 -1.5393 1.7115
C 0.7155 1.8107 -0.6828
C 1.2412 1.0784 0.5196
C 0.8803 1.4077 1.7495
C 2.1608 -0.0691 0.2220
H 1.5484 2.1260 -1.3165
H 0.1409 2.6932 -0.4003
H 0.0937 1.1580 -1.3007
H 1.2841 0.9070 2.6165
H 0.2283 2.2608 1.9219
H 2.3076 -0.6920 1.1051
H 3.1430 0.3012 -0.0957
H 1.8051 -0.7012 -0.5989

Summary:
**Total energy**: -9969.437 eV
**<S²>**: 0.750
**Gap between HOMO and LUMO (alpha / beta)**: 0.11038 / 0.36338 Ha
**Charge**: -1
**Multiplicity**: 2
**Strongest force on any atom**: 0.6 eV Å⁻¹
**Energy relative to the best compared isomer or geometry (same formula, charge and spin)**: 0.0924 eV

natural (NBO) atomic charge list, values in e, 6 entries:
1. C -0.831
2. C 0.639
3. N -0.865
4. O -0.654
5. H 0.191
6. H 0.220